Formula: C43H93Br3IN4O16PS3
Source: the Open Molecules 2025 dataset
Level of theory: ωB97M-V with the def2-TZVPD basis set

The calculation puts the max |F| at 0.04118 Eh/bohr. As for the gap between HOMO and LUMO: 8.194 eV.

The geometry in XYZ format:
```
164
Properties=species:S:1:pos:R:3:forces:R:3:mulliken_charge:R:1
C 0.6737 2.6315 3.1933 -0.018 0.424 0.258 -1.41
C 0.2373 3.8849 2.4055 0.479 -0.795 0.025 -0.54
C -1.1510 3.7569 1.7605 0.727 0.241 0.430 -0.40
S -2.3819 3.5676 3.1895 -1.748 -1.050 0.325 1.10
C -1.6713 3.9355 4.7851 0.370 0.157 0.150 -1.30
O -2.6993 2.1620 3.2570 0.630 0.334 0.106 -0.25
O -3.5106 4.4482 2.9974 0.432 0.299 -0.208 -0.63
O -1.0461 2.4389 1.2026 -0.186 0.530 -0.533 -0.18
S -2.0844 1.7629 0.2056 -0.965 -1.873 -0.208 1.11
O -1.4210 0.5856 -0.2764 0.557 0.827 -0.082 -0.43
O -3.3739 1.5171 0.7765 0.778 0.653 0.093 -0.01
C -2.3045 3.0146 -1.0574 0.370 0.687 -0.729 0.91
C -3.3258 2.5419 -2.1153 -0.262 -0.145 0.200 -1.24
C -4.5586 1.6990 -1.7835 -0.189 -0.504 -0.739 -0.38
C -4.3110 0.2163 -2.0593 -0.274 0.101 0.124 -1.10
I -4.4666 -0.2252 -4.1532 0.207 -0.050 -0.015 -0.02
O -1.1699 3.3604 -1.8397 0.063 -0.219 0.593 0.16
C -0.1148 2.4674 -2.2114 0.046 -0.120 -0.627 -0.79
C 0.5889 3.0467 -3.4467 -0.025 0.211 0.507 0.62
C 0.7211 4.5622 -3.4073 0.131 0.130 -0.490 -1.88
C 1.9439 2.3333 -3.6507 -0.330 0.506 -0.308 2.08
C 3.0080 2.6928 -2.6081 0.035 -0.380 -0.021 -1.53
C 2.4550 2.6327 -5.0644 0.090 -0.027 0.435 -2.01
C -2.6102 4.4126 -0.3608 0.175 -0.739 0.593 -2.52
P -4.4157 4.7258 0.0563 -0.934 0.442 -1.207 0.12
O -4.5092 5.9902 1.0008 -0.032 0.015 0.158 -0.32
O -5.0589 3.5446 0.8957 0.230 0.063 0.344 -0.45
S -5.4510 5.0724 -1.5513 0.325 -0.106 0.026 -0.36
C -1.5024 4.8751 0.6799 -0.203 0.339 0.147 1.05
Br 0.2110 5.2901 -0.2934 -0.005 -0.198 0.166 0.15
C -1.7759 6.3026 1.2157 -0.376 0.816 -0.423 -0.27
Br -1.4268 6.7090 3.0312 0.128 0.018 0.015 -0.02
C -2.1345 7.3545 0.4426 0.398 -0.759 0.050 0.50
C -2.4084 7.3694 -1.0331 -0.288 -0.208 -0.149 -0.92
Br -2.3785 9.0847 1.1386 -0.040 0.123 0.308 -0.16
H 1.1472 1.9152 2.5330 -0.079 -0.160 -0.070 0.33
H -0.1269 2.1348 3.7285 -0.053 -0.176 -0.007 0.29
H 1.4167 2.9519 3.9207 0.090 -0.078 0.101 0.38
H 0.9688 3.9297 1.6105 -0.110 0.329 -0.213 0.38
H 0.3466 4.7860 2.9878 -0.162 0.161 0.032 0.49
H -0.8252 4.6066 4.7684 0.023 0.126 -0.070 0.44
H -1.3904 2.9974 5.2454 -0.028 -0.163 -0.066 0.39
H -2.4913 4.3867 5.3353 -0.111 0.098 -0.048 0.44
H -3.6053 3.4425 -2.6527 -0.080 0.136 0.081 0.48
H -2.7399 1.9737 -2.8374 0.195 -0.121 0.063 0.36
H -4.9423 1.7580 -0.7760 0.194 0.293 0.186 -0.16
H -5.3595 2.0068 -2.4514 -0.122 0.230 0.074 0.52
H -3.3343 -0.1144 -1.7272 0.082 -0.118 -0.032 0.02
H -5.0813 -0.3993 -1.6108 0.000 -0.109 0.086 0.66
H 0.6020 2.3274 -1.4026 -0.089 0.127 0.303 0.05
H -0.4956 1.4893 -2.4988 -0.177 -0.173 0.205 0.28
H -0.0403 2.8233 -4.3114 -0.063 -0.150 -0.038 0.57
H 1.4016 4.9132 -2.6381 0.028 0.013 0.007 0.20
H 1.1079 4.9085 -4.3651 0.070 0.052 -0.070 0.53
H -0.2384 5.0489 -3.2628 -0.095 -0.007 0.068 0.32
H 1.7492 1.2729 -3.5787 -0.030 -0.356 0.008 -0.66
H 3.9869 2.6999 -3.0824 0.146 0.040 0.044 0.55
H 3.0630 1.9491 -1.8155 -0.062 -0.032 0.127 0.22
H 2.8515 3.6642 -2.1487 0.022 0.118 0.010 0.18
H 2.9377 3.6085 -5.0805 -0.041 0.145 -0.161 0.50
H 3.2089 1.9030 -5.3518 0.036 -0.093 -0.123 0.52
H 1.6335 2.6227 -5.7771 0.041 -0.039 -0.220 0.36
H -2.4898 5.0328 -1.2417 -0.141 0.273 0.105 1.18
H -4.8906 5.7507 1.8537 0.240 -0.008 0.350 0.39
H -5.8941 3.3286 0.4647 -0.207 -0.180 -0.078 0.37
H -2.4523 8.3832 -1.4077 0.147 0.144 0.019 0.63
H -1.6790 6.8217 -1.6234 0.198 -0.054 0.084 0.00
H -3.3915 6.9435 -1.2383 -0.127 0.004 -0.036 0.16
C 5.4115 -3.4887 -6.2081 -0.068 -0.012 -0.031 -0.68
O 4.3098 -4.1909 -5.6714 0.103 0.114 0.010 -0.35
C 4.6057 -4.9533 -4.5090 -0.125 -0.261 -0.010 -0.82
C 3.9246 -4.3726 -3.2912 -0.004 0.200 -0.043 -0.20
N 4.5144 -3.0948 -2.9187 -0.099 -0.041 -0.011 -0.22
C 3.7717 -2.3614 -1.8996 0.280 0.098 -0.049 -0.43
C 2.3674 -1.8827 -2.2375 -0.161 -0.029 0.340 -0.67
O 2.3212 -0.8803 -3.2298 0.031 -0.095 -0.194 -0.23
C 2.3033 -1.3431 -4.5686 -0.009 0.208 -0.026 -0.73
H 5.0940 -3.0678 -7.1602 -0.024 0.002 -0.005 0.24
H 5.7366 -2.6697 -5.5561 0.070 -0.037 0.006 0.26
H 6.2596 -4.1566 -6.3866 0.030 0.020 0.012 0.35
H 5.6856 -5.0299 -4.3535 0.022 0.093 0.017 0.41
H 4.2199 -5.9628 -4.6772 0.021 -0.001 -0.009 0.41
H 4.0293 -5.0700 -2.4545 -0.021 0.009 0.008 0.38
H 2.8555 -4.2818 -3.5276 -0.033 -0.143 0.031 0.15
H 4.5839 -2.5159 -3.7452 0.037 0.021 -0.011 0.03
H 4.3627 -1.4761 -1.6517 -0.027 0.020 0.032 -0.04
H 3.7238 -2.9759 -0.9943 -0.041 -0.032 -0.014 0.60
H 1.9656 -1.4157 -1.3352 -0.051 0.013 0.043 0.20
H 1.6870 -2.7054 -2.4895 0.068 -0.025 -0.104 0.39
H 1.7919 -2.3045 -4.6597 0.035 -0.027 0.007 0.40
H 3.3115 -1.4263 -4.9849 -0.013 -0.115 -0.003 0.11
H 1.7656 -0.6030 -5.1635 -0.031 -0.007 0.023 0.33
C -2.0303 -2.4387 0.0184 -0.234 -0.145 0.069 -0.30
O -2.2424 -3.6433 0.7351 -0.007 0.123 -0.103 -0.46
C -3.5608 -3.7929 1.2433 0.008 -0.220 0.214 -0.48
C -4.2965 -4.9023 0.5255 0.086 0.044 -0.230 -0.43
N -4.5904 -4.5248 -0.8506 0.060 -0.115 0.049 -0.22
C -5.0903 -5.6100 -1.6878 -0.024 0.220 -0.080 -0.73
C -4.1654 -6.7890 -1.9635 -0.152 -0.194 -0.028 -0.50
O -3.0384 -6.4726 -2.7565 0.014 0.030 0.026 -0.44
C -1.9139 -5.9749 -2.0614 0.057 0.027 -0.118 -0.39
H -0.9722 -2.3648 -0.1930 0.242 0.001 -0.025 0.19
H -2.5766 -2.4354 -0.9338 -0.010 0.105 0.032 0.28
H -2.3276 -1.5665 0.6033 -0.034 0.013 -0.008 0.20
H -4.1166 -2.8521 1.1787 0.012 -0.026 -0.092 0.07
H -3.4729 -4.0563 2.3018 -0.019 -0.018 -0.087 0.41
H -5.2373 -5.1082 1.0451 -0.002 -0.016 0.002 0.41
H -3.6687 -5.8027 0.5872 -0.051 -0.031 0.117 0.23
H -3.7496 -4.1548 -1.2735 0.010 0.047 -0.015 -0.02
H -5.3572 -5.1733 -2.6531 -0.038 -0.029 -0.016 0.37
H -6.0169 -5.9900 -1.2456 0.014 -0.032 0.035 0.42
H -4.7368 -7.5177 -2.5441 0.006 -0.009 -0.009 0.36
H -3.8547 -7.3004 -1.0439 0.067 0.098 0.039 0.34
H -1.8388 -6.3951 -1.0545 -0.024 0.033 0.027 0.28
H -1.9239 -4.8820 -1.9937 -0.001 -0.028 0.100 0.10
H -1.0276 -6.2634 -2.6272 -0.001 -0.019 0.001 0.25
C -5.9868 0.6897 4.5668 -0.079 -0.009 -0.063 -0.46
O -5.8779 -0.5188 3.8426 0.048 0.066 0.165 -0.44
C -4.5686 -0.7690 3.3405 0.029 -0.075 -0.298 0.17
C -3.9357 -1.9541 4.0331 -0.096 0.073 0.281 -0.21
N -3.6192 -1.6474 5.4220 -0.077 -0.081 -0.060 -0.29
C -3.2183 -2.7997 6.2207 0.038 0.207 0.082 -0.75
C -4.2398 -3.9072 6.4487 0.153 -0.214 0.036 -0.49
O -5.3433 -3.5254 7.2453 -0.050 0.055 -0.053 -0.43
C -6.4144 -2.9109 6.5545 -0.040 -0.014 0.147 -0.53
H -7.0438 0.8478 4.7764 -0.014 -0.024 0.003 0.30
H -5.4458 0.6488 5.5199 0.043 0.059 -0.027 0.25
H -5.6105 1.5364 3.9842 0.037 0.011 0.030 0.09
H -3.9403 0.1194 3.4227 0.012 0.009 0.057 -0.15
H -4.6713 -1.0021 2.2761 0.000 0.066 0.009 0.01
H -3.0128 -2.2229 3.5098 -0.004 0.002 0.038 0.48
H -4.6367 -2.7978 3.9475 0.067 -0.035 -0.126 0.24
H -4.4295 -1.2224 5.8529 -0.001 0.053 0.012 0.10
H -2.9234 -2.4225 7.2031 0.034 -0.045 0.018 0.38
H -2.3232 -3.2399 5.7689 -0.018 -0.025 -0.039 0.41
H -3.7353 -4.7016 7.0051 -0.013 -0.007 0.009 0.40
H -4.5838 -4.3572 5.5091 -0.055 0.100 -0.037 0.31
H -6.5099 -3.2911 5.5341 0.022 0.032 -0.032 0.27
H -6.3104 -1.8225 6.5228 0.002 -0.004 -0.105 0.17
H -7.3301 -3.1402 7.0996 0.007 -0.026 0.005 0.30
C 11.0099 -0.2359 0.7835 -0.010 -0.056 -0.049 -0.72
O 10.1179 -1.3307 0.8186 0.020 0.149 0.005 -0.35
C 9.5068 -1.5530 2.0822 -0.007 -0.273 0.065 -0.82
C 8.0248 -1.2593 2.0304 -0.016 0.171 -0.159 -0.12
N 7.7774 0.1678 1.8752 -0.025 -0.114 -0.056 -0.30
C 6.3898 0.5153 1.5910 0.155 0.198 0.047 -1.22
C 5.7808 0.0250 0.2838 -0.308 -0.021 0.059 0.00
O 6.3366 0.6068 -0.8774 0.080 -0.034 -0.008 -0.40
C 7.4957 -0.0274 -1.3857 -0.035 0.089 -0.099 -0.62
H 11.5124 -0.2592 -0.1816 -0.009 -0.014 -0.019 0.24
H 10.4901 0.7236 0.8824 0.040 0.013 0.067 0.30
H 11.7643 -0.3127 1.5723 0.003 0.035 0.014 0.35
H 9.9947 -0.9635 2.8636 -0.023 0.088 -0.029 0.41
H 9.6443 -2.6101 2.3262 0.020 0.002 0.012 0.40
H 7.5596 -1.6010 2.9599 -0.023 -0.006 -0.008 0.38
H 7.6043 -1.8470 1.2024 -0.009 -0.112 0.083 0.11
H 8.3570 0.5184 1.1242 0.029 0.027 -0.001 0.11
H 6.3278 1.6065 1.5907 -0.060 0.005 0.013 0.40
H 5.7665 0.1626 2.4193 -0.003 -0.049 -0.011 0.48
H 4.7289 0.3275 0.2869 -0.005 -0.007 -0.006 0.36
H 5.7861 -1.0691 0.2038 0.135 -0.004 0.011 0.23
H 7.4830 -1.1043 -1.1987 0.018 -0.010 0.031 0.27
H 8.4118 0.4013 -0.9687 0.020 -0.090 0.040 0.19
H 7.5132 0.1383 -2.4629 -0.027 -0.003 -0.004 0.33
```
Positions in Å, forces in eV/Å.